Record 1
Here is C29H32IN5S4Y as an isolated structure from the OMol25 dataset. Energies are from wB97M-V/def2-TZVPD.

Each line ends with the Löwdin charge.
CARTESIAN COORDINATES (ANGSTROEM)
I -0.501 3.474 -2.572  0.975
Y 0.159 0.520 -0.362  0.855
S 1.929 -1.673 -1.233  0.896
S 0.172 2.896 0.823  0.466
S -2.457 0.775 0.941  0.903
S 1.377 -0.369 1.866  0.579
N -1.225 0.181 -2.383  0.006
N 1.911 1.972 -1.760  -0.090
N -2.594 0.239 -4.279  -0.148
N -0.413 -0.459 -4.493  -0.179
N -0.986 -1.840 0.265  0.054
C 4.161 -3.917 1.218  -0.082
C -2.817 1.895 3.376  -0.125
C -1.364 3.445 4.466  -0.069
C -3.766 0.607 -3.510  -0.040
C 0.974 -0.256 -4.162  -0.066
C 1.564 3.082 -2.400  -0.753
C 2.420 -1.720 1.537  -0.693
C -0.319 -4.126 0.526  0.001
C -1.810 -3.141 2.092  -0.002
C 3.958 -3.349 2.471  -0.070
C 4.185 2.460 -2.304  -0.027
C -0.550 3.464 3.356  -0.112
C -1.976 1.880 2.272  -0.543
C 3.509 -3.379 0.130  -0.120
C 2.457 3.952 -3.000  -0.108
C 2.646 -2.299 0.282  -0.539
C 0.467 -2.792 -1.426  -0.340
C -2.665 0.593 -5.683  -0.042
C -1.083 -4.238 1.677  -0.016
C 3.801 3.621 -2.961  -0.030
C -1.723 -1.951 1.368  -0.336
C -0.640 -1.653 -5.284  -0.043
C -0.312 -2.921 -0.160  -0.343
C -2.521 2.676 4.472  -0.076
C 3.105 -2.279 2.626  -0.119
C -0.845 2.699 2.223  -0.700
C -2.494 -0.783 1.911  -0.361
C 3.215 1.686 -1.692  -0.123
C -1.411 -0.002 -3.665  -0.465
H 1.411 -1.107 -3.630  0.032
H 2.946 -1.836 3.599  0.100
H -0.130 -1.562 -6.245  0.100
H 4.530 4.264 -3.429  0.120
H 4.479 -3.746 3.330  0.110
H 5.219 2.158 -2.267  0.116
H -3.544 -1.067 2.026  0.095
H 3.664 -3.777 -0.861  0.102
H -3.074 1.601 -5.779  0.098
H -1.109 4.042 5.327  0.109
H 1.535 -0.123 -5.090  0.105
H -3.708 1.287 3.360  0.106
H -2.439 -3.190 2.966  0.125
H -0.133 -2.321 -2.205  0.056
H -1.676 0.583 -6.129  0.090
H 2.107 4.852 -3.483  0.101
H 0.832 -3.762 -1.764  0.092
H 1.079 0.642 -3.559  0.049
H -3.708 1.637 -3.139  0.096
H 3.480 0.791 -1.136  0.101
H -1.702 -1.805 -5.452  0.089
H -3.315 -0.097 -6.222  0.098
H -1.118 -5.166 2.226  0.120
H -0.234 -2.530 -4.763  0.092
H 0.257 -4.964 0.164  0.123
H 4.833 -4.751 1.093  0.105
H -2.063 0.614 -1.987  -0.008
H 0.327 4.093 3.332  0.102
H -3.194 2.700 5.312  0.106
H -2.092 -0.531 2.897  0.099
H -3.896 -0.074 -2.667  0.097
H -4.636 0.522 -4.158  0.099

## Properties
Net charge: +1
Highest occupied orbital energy (hartree): -0.3475
Energy above the lowest of the compared OMol25 structures with the same formula, charge and spin (eV): 0.919

Record 2
Here is a 2-piece molecular cluster, C11H16N5O4 overall from the OMol25 dataset. Energies are from wB97M-V/def2-TZVPD.

Each line ends with the Löwdin charge.
CARTESIAN COORDINATES (ANGSTROEM)
O -4.046 -0.940 -1.207  0.013
O -1.252 1.149 1.782  -0.230
O -1.583 2.945 3.130  -0.119
O 0.127 2.880 1.660  -0.187
N -0.376 -0.177 -1.284  0.047
N -3.158 -0.820 0.872  0.155
N 0.236 -2.028 -2.348  0.151
N 2.593 -1.812 -2.181  0.155
N 0.983 -0.247 -1.283  0.055
C 1.332 -1.369 -1.929  -0.381
C -1.096 0.962 -0.686  -0.112
C -3.325 -0.358 -0.407  -0.555
C -0.917 2.359 2.244  -0.901
C 1.847 0.788 -0.733  -0.104
C -2.596 0.879 -0.889  -0.088
C 0.192 -1.606 2.538  0.107
C -0.779 -1.263 -1.942  -0.074
C 2.357 -0.657 1.407  -0.203
C 1.159 -1.317 1.904  -0.153
C 2.094 0.719 0.754  -0.154
H -2.697 -0.126 1.506  0.083
H -2.648 -1.690 0.840  0.089
H 2.794 0.798 -1.264  0.116
H 3.002 1.283 0.954  0.118
H 2.935 -1.323 0.763  0.092
H -3.006 1.731 -0.345  0.142
H 3.319 -1.262 -2.593  0.094
H 1.254 1.269 1.168  0.071
H -1.812 -1.504 -2.125  0.130
H -0.805 1.134 0.381  0.037
H 2.972 -0.462 2.281  0.112
H 2.775 -2.780 -2.007  0.099
H -0.727 -1.724 3.052  0.028
H 1.395 1.757 -0.924  0.126
H -2.857 1.032 -1.932  0.111
H -0.775 1.856 -1.219  0.130

## Properties
Net charge: -1
Highest occupied orbital energy (hartree): -0.0928

Record 3
Here is C18H18ClFeIN3O4Si as an isolated structure from the OMol25 dataset. Energies are from wB97M-V/def2-TZVPD.

Each line ends with the Löwdin charge.
CARTESIAN COORDINATES (ANGSTROEM)
I 1.083 -11.725 -18.986  0.934
Fe 0.145 -9.463 -14.648  0.837
Cl 6.442 -10.799 -17.561  0.678
Si 0.416 -8.381 -11.562  0.321
O -1.425 -9.163 -16.011  -0.172
O -1.512 -10.500 -13.745  -0.176
O 0.288 -8.100 -13.201  -0.471
O 0.829 -10.131 -16.402  -0.211
N -2.567 -10.279 -14.505  -0.245
N -2.543 -9.661 -15.674  0.020
N 2.489 -9.242 -14.592  0.109
C -3.886 -10.217 -12.571  -0.005
C 2.518 -10.941 -17.772  -0.694
C -3.785 -10.556 -13.948  -0.189
C 1.165 -10.152 -11.188  -0.182
C 2.081 -10.251 -16.629  -0.448
C 3.861 -11.125 -18.015  -0.187
C 4.809 -10.621 -17.119  -0.665
C 3.356 -8.885 -13.618  -0.089
C 5.260 -9.482 -14.963  -0.020
C 1.646 -7.105 -10.952  -0.203
C -6.102 -11.056 -14.130  -0.117
C -5.167 -10.008 -12.104  -0.079
C -4.867 -11.075 -14.717  -0.022
C 4.734 -8.932 -13.808  -0.045
C 3.000 -9.722 -15.727  -0.167
C 4.388 -9.945 -15.965  -0.176
C -1.301 -8.393 -10.678  -0.164
C -6.260 -10.432 -12.888  -0.109
H -5.330 -9.550 -11.143  0.096
H 4.251 -11.680 -18.846  0.081
H 0.999 -10.334 -10.125  0.005
H -4.681 -11.343 -15.767  0.116
H -6.997 -11.422 -14.630  0.098
H -2.057 -8.823 -11.347  -0.015
H 6.330 -9.599 -15.090  0.089
H -1.371 -8.961 -9.755  0.014
H 5.367 -8.488 -13.065  0.097
H 1.190 -6.558 -10.078  0.028
H 1.999 -6.438 -11.785  0.042
H 2.528 -7.565 -10.507  0.007
H 0.679 -10.885 -11.885  0.028
H 2.259 -10.110 -11.387  0.004
H -1.620 -7.390 -10.405  0.011
H -7.278 -10.272 -12.511  0.093
H -2.972 -10.223 -11.988  0.088
H 2.931 -8.547 -12.704  0.053

## Properties
Multiplicity: 5
Net charge: -1
Highest occupied orbital energy (alpha / beta) (hartree): -0.1710 / -0.1733
Energy above the lowest of the compared OMol25 structures with the same formula, charge and spin (eV): 0.000
Expectation value of S²: 6.015

Record 4
Here is one molecule with the formula C5H12O2 from the OMol25 dataset. Energies are from wB97M-V/def2-TZVPD.

Each line ends with the Löwdin charge.
CARTESIAN COORDINATES (ANGSTROEM)
O 0.013 0.938 1.344  -0.034
O -2.635 0.945 0.555  -0.077
C 2.615 -0.829 0.314  -0.110
C 0.203 0.026 0.279  -0.416
C -2.258 -0.045 -0.400  -0.249
C -0.827 0.223 -0.836  -0.146
C 1.636 0.199 -0.243  -0.212
H 0.085 -1.010 0.653  0.142
H 2.304 -1.846 0.047  0.072
H -2.933 -0.015 -1.267  0.116
H 2.667 -0.771 1.407  0.078
H 1.949 1.212 0.032  0.117
H -0.744 1.245 -1.228  0.133
H 1.642 0.150 -1.339  0.106
H -0.944 1.075 1.433  0.064
H 3.622 -0.674 -0.085  0.068
H -0.592 -0.466 -1.657  0.124
H -3.479 0.691 0.946  0.100
H -2.323 -1.050 0.045  0.123

## Properties
SMILES: CC[C@@H](O)CCO
Highest occupied orbital energy (hartree): -0.3600
Energy above the lowest of the compared OMol25 structures with the same formula, charge and spin (eV): 0.748

Record 5
Here is C16H11AuCl5IN3OS as an isolated structure from the OMol25 dataset. Energies are from wB97M-V/def2-TZVPD.

Each line ends with the Löwdin charge.
CARTESIAN COORDINATES (ANGSTROEM)
Au -0.658 0.108 -0.554  0.861
I -1.701 -2.956 0.492  0.842
Cl 5.135 0.765 -0.487  0.719
Cl 5.715 3.434 1.046  0.705
Cl 3.326 5.256 1.896  0.716
Cl 0.396 4.421 1.199  0.743
Cl 2.211 -0.052 -1.135  0.731
S -2.540 1.047 0.354  0.806
O 0.213 1.918 -0.218  -0.351
N 0.267 -0.087 2.396  0.134
N -2.023 -0.037 2.836  0.007
N -3.917 -0.652 1.994  -0.119
C 0.730 2.140 3.991  -0.031
C -2.627 -0.853 3.757  0.007
C 1.727 3.442 0.722  -0.621
C -5.022 -0.848 1.057  0.001
C -0.709 0.556 3.009  -0.293
C 3.848 1.801 -0.022  -0.710
C -1.584 -1.591 -1.117  -0.818
C 3.029 3.806 1.030  -0.708
C 4.103 2.987 0.658  -0.717
C 1.445 2.241 0.045  -0.506
C 1.780 1.472 3.387  -0.027
C -3.819 -1.230 3.231  -0.017
C -2.813 0.071 1.750  -0.687
C -0.566 1.671 3.805  0.022
C 1.503 0.369 2.589  -0.109
C 2.536 1.448 -0.313  -0.604
H 2.802 1.797 3.523  0.124
H 2.297 -0.173 2.089  0.119
H 0.909 3.014 4.603  0.125
H -5.764 -1.478 1.538  0.105
H -4.593 -1.859 3.632  0.142
H -2.159 -1.095 4.694  0.148
H -0.932 -2.029 -1.873  -0.017
H -2.582 -1.423 -1.505  -0.035
H -5.466 0.108 0.796  0.101
H -1.421 2.152 4.257  0.130
H -4.650 -1.341 0.162  0.079

## Properties
Net charge: +1
Highest occupied orbital energy (hartree): -0.3958
Energy above the lowest of the compared OMol25 structures with the same formula, charge and spin (eV): 0.480

Max |F| list, top to bottom, in eV/A: 0.8 1.9 3.1 0.4 1.0